No. 1
A 12-piece molecular cluster, C48H69F9O33 overall. Source: the OMol25 dataset; level of theory: the ωB97M-V functional and the def2-TZVPD basis.

Last column: Mulliken charge in e.
Positions of all 159 atoms, in Å:
C1 -4.61 -3.51 -2.35  -0.4603
C2 -5.93 -3.70 -3.07  -0.6055
O1 -6.33 -2.67 -3.98  -0.2994
C3 -5.76 -2.43 -5.16  0.4651
O2 -4.72 -2.94 -5.63  -0.5726
C4 -6.48 -1.31 -5.92  0.9137
F1 -7.51 -1.85 -6.60  -0.2824
F2 -7.00 -0.43 -5.07  -0.2365
F3 -5.68 -0.69 -6.75  -0.2224
H1 -3.88 -3.50 -3.16  0.1884
H2 -4.32 -4.33 -1.69  0.4885
H3 -4.59 -2.51 -1.93  -0.1121
H4 -6.73 -4.01 -2.39  0.4405
H5 -5.73 -4.60 -3.66  0.3601
C5 1.30 1.20 1.53  0.1174
C6 0.32 1.70 0.38  -0.2415
O3 -0.38 0.61 -0.26  0.2531
C7 -1.54 0.07 0.29  0.1822
O4 -2.11 0.47 1.34  -0.4296
C8 -2.10 -1.06 -0.62  0.5610
F4 -3.28 -0.72 -1.03  -0.2328
F5 -1.35 -1.15 -1.70  -0.0018
F6 -2.14 -2.27 -0.05  -0.0647
H6 0.74 0.50 2.15  -0.0408
H7 1.62 2.05 2.12  0.6302
H8 2.20 0.76 1.10  -0.6374
H9 0.86 2.22 -0.42  -0.3353
H10 -0.35 2.45 0.80  0.3275
C9 -3.17 5.21 -0.88  -1.1043
C10 -3.72 3.86 -0.53  0.4320
O5 -4.41 3.16 -1.56  -0.3300
C11 -3.76 2.39 -2.43  0.3049
O6 -2.59 2.02 -2.28  -0.2528
C12 -4.64 1.93 -3.67  0.7069
F7 -3.93 2.25 -4.78  -0.2204
F8 -4.86 0.61 -3.67  -0.1506
F9 -5.76 2.62 -3.64  -0.2589
H11 -2.64 5.71 -0.07  0.4183
H12 -3.98 5.89 -1.13  0.3670
H13 -2.57 5.16 -1.79  0.0526
H14 -4.40 3.93 0.32  0.4442
H15 -2.93 3.23 -0.13  -0.3939
C13 3.82 3.44 -0.92  -1.1682
C14 4.01 3.56 0.63  1.3469
C15 5.37 4.25 0.91  -0.4654
O7 4.98 5.63 0.91  -0.3765
C16 3.65 5.77 1.24  0.6010
O8 3.12 6.83 1.52  -0.5873
O9 3.10 4.56 1.12  -0.3679
H16 4.47 2.70 -1.39  0.3621
H17 4.00 4.43 -1.34  0.4782
H18 2.81 3.17 -1.25  -0.0305
H19 3.90 2.60 1.14  -0.3744
H20 6.19 4.07 0.21  0.3395
H21 5.79 3.82 1.82  0.2696
C17 -3.92 -2.21 2.69  -1.0445
C18 -5.20 -1.31 2.47  0.5013
C19 -5.53 -0.90 1.03  0.5612
O10 -6.93 -0.89 1.15  -0.4194
C20 -7.30 -1.76 2.09  0.5049
O11 -8.43 -2.22 2.22  -0.6138
O12 -6.27 -2.07 2.87  -0.4103
H22 -3.06 -1.84 2.12  -0.1087
H23 -3.95 -3.23 2.29  0.4508
H24 -3.64 -2.22 3.74  0.4568
H25 -5.17 -0.51 3.21  0.0686
H26 -5.31 -1.64 0.26  -0.1069
H27 -5.01 0.03 0.80  0.0922
C21 -1.59 -2.31 -5.30  -1.4920
C22 -1.75 -0.80 -5.39  1.1326
C23 -0.74 -0.05 -4.52  1.2363
O13 -0.29 1.04 -5.38  -0.1708
C24 -0.63 0.70 -6.66  0.4916
O14 -0.29 1.28 -7.64  -0.5733
O15 -1.46 -0.37 -6.67  -0.4386
H28 -0.53 -2.52 -5.50  0.4450
H29 -2.19 -2.84 -6.04  0.4164
H30 -1.80 -2.68 -4.29  0.0921
H31 -2.78 -0.51 -5.18  -0.2860
H32 0.14 -0.63 -4.24  -0.3999
H33 -1.24 0.40 -3.66  -0.5683
C25 -1.00 1.71 5.69  -1.4053
C26 -2.43 1.91 5.35  0.5893
C27 -3.13 0.94 4.44  0.6144
O16 -4.30 0.58 5.13  -0.2954
C28 -4.31 1.23 6.32  0.4668
O17 -5.21 1.18 7.18  -0.6209
O18 -3.14 1.80 6.52  -0.3789
H34 -0.67 2.58 6.26  0.4284
H35 -0.40 1.57 4.80  0.2182
H36 -0.95 0.86 6.37  0.3930
H37 -2.55 2.91 4.92  0.2561
H38 -2.49 0.07 4.25  -0.2059
H39 -3.28 1.47 3.51  -0.0186
C29 -0.36 4.10 -3.39  -1.4728
C30 0.99 4.08 -4.21  0.7197
C31 0.84 4.20 -5.70  -0.1472
O19 1.77 5.04 -6.20  -0.3458
C32 2.41 5.64 -5.18  0.5345
O20 3.41 6.32 -5.24  -0.5437
O21 1.78 5.22 -4.00  -0.4534
H40 -0.17 4.23 -2.32  0.4542
H41 -1.00 3.24 -3.56  0.1578
H42 -0.93 4.98 -3.67  0.4838
H43 1.51 3.16 -3.94  0.1001
H44 -0.13 4.62 -5.95  0.2450
H45 0.90 3.22 -6.17  0.1634
C33 8.95 -0.82 3.23  -1.5998
C34 7.45 -0.92 3.26  0.5446
C35 6.79 0.19 4.05  -0.1208
O22 6.16 0.98 3.08  -0.2959
C36 6.00 0.27 1.96  0.6078
O23 5.16 0.53 1.03  -0.3316
O24 6.86 -0.79 1.99  -0.3592
H46 9.34 -1.61 2.59  0.3741
H47 9.35 -0.98 4.23  0.4121
H48 9.26 0.16 2.85  0.3669
H49 7.11 -1.87 3.68  0.1854
H50 7.51 0.82 4.57  0.4267
H51 6.11 -0.20 4.81  -0.1686
C37 5.04 -1.73 -1.66  -1.2901
C38 3.74 -2.52 -1.35  0.3502
C39 2.76 -1.87 -0.42  0.6683
O25 1.52 -2.11 -1.01  0.6356
C40 1.71 -2.52 -2.30  0.2144
O26 0.84 -2.76 -3.10  -0.5575
O27 3.00 -2.68 -2.54  -0.4012
H52 5.68 -2.36 -2.27  0.4282
H53 5.50 -1.57 -0.68  0.1735
H54 4.92 -0.78 -2.17  0.3436
H55 3.98 -3.47 -0.88  0.1439
H56 2.85 -0.78 -0.42  -0.3531
H57 2.85 -2.29 0.58  -0.3867
C41 1.90 -0.36 4.89  -1.2346
C42 3.22 -1.16 5.07  0.3299
C43 2.92 -2.67 5.42  -0.6148
O28 3.42 -3.40 4.37  -0.3768
C44 4.03 -2.61 3.49  0.5293
O29 4.55 -3.03 2.49  -0.5220
O30 3.97 -1.33 3.89  -0.0081
H58 2.11 0.68 4.63  0.4070
H59 1.43 -0.23 5.86  0.5119
H60 1.15 -0.81 4.24  0.0322
H61 3.93 -0.71 5.76  0.3587
H62 1.86 -2.91 5.42  0.3414
H63 3.34 -2.99 6.37  0.2731
C45 2.08 -5.58 0.53  -1.4283
C46 0.75 -5.17 1.14  0.3587
C47 0.66 -5.52 2.63  -0.5596
O31 0.12 -4.31 3.16  -0.3269
C48 0.18 -3.31 2.25  0.1919
O32 -0.15 -2.13 2.54  -0.3927
O33 0.69 -3.75 1.14  0.1530
H64 2.98 -5.10 0.93  0.2254
H65 2.06 -5.44 -0.55  0.3190
H66 2.17 -6.67 0.60  0.5187
H67 -0.07 -5.60 0.56  0.3187
H68 1.63 -5.80 3.02  0.3113
H69 0.00 -6.38 2.77  0.3236

Summary:
Kohn-Sham gap ... 10.190 eV
E_tot ... -142920.7488 eV
Spin multiplicity ... 1



No. 2
C48H71AsBN9S3Sc as an isolated structure. Source: the OMol25 dataset; level of theory: the ωB97M-V functional and the def2-TZVPD basis.

Last column: Mulliken charge in e.
Positions of all 134 atoms, in Å:
Sc1 -0.92 0.96 0.25  -1.2402
C1 -0.60 3.63 -2.59  -1.4138
C2 -0.37 3.96 -1.16  0.7962
C3 -0.11 5.22 -0.61  -1.8887
C4 0.15 5.01 0.73  0.8532
C5 0.48 5.99 1.81  -1.4522
N1 0.06 3.70 0.96  0.5587
N2 -0.30 3.03 -0.18  0.8536
B1 0.50 2.87 2.19  -0.3080
N3 1.56 1.83 1.72  0.8028
N4 1.15 0.63 1.21  1.1555
C6 2.25 -0.13 1.08  0.5161
C7 2.23 -1.56 0.67  -1.2808
C8 3.37 0.62 1.44  -1.5615
C9 2.89 1.86 1.83  0.6470
C10 3.63 3.05 2.33  -1.5794
N5 -0.73 2.10 2.73  1.8404
N6 -1.76 3.05 2.92  -1.6769
C11 -2.25 2.83 4.10  0.0903
C12 -3.40 3.62 4.63  -1.5799
C13 -1.56 1.76 4.75  -1.2012
C14 -0.57 1.32 3.91  -0.3541
C15 2.04 0.77 5.01  -0.6518
H1 0.12 4.18 -3.20  0.4737
H2 -1.60 3.92 -2.92  0.3224
H3 -0.47 2.57 -2.79  0.0660
H4 -0.10 6.16 -1.14  0.5968
H5 0.38 7.00 1.43  0.4039
H6 1.51 5.86 2.16  0.2055
H7 -0.18 5.85 2.66  0.2487
H8 1.00 3.61 3.00  -0.1796
H9 1.25 -2.02 0.80  -0.1411
H10 2.96 -2.11 1.27  0.4729
H11 2.51 -1.67 -0.37  0.0330
H12 4.40 0.29 1.44  0.5590
H13 4.70 2.84 2.35  0.5085
H14 3.31 3.34 3.33  0.2237
H15 3.47 3.92 1.68  0.2124
H16 -3.75 4.33 3.88  0.3487
H17 -3.11 4.18 5.52  0.3908
H18 -4.22 2.97 4.91  0.3193
H19 -1.76 1.39 5.75  0.4836
H20 1.66 1.79 4.90  0.1055
H21 2.58 0.49 4.10  -0.0003
H22 2.69 0.67 5.87  0.7778
N7 -3.05 1.63 0.90  -0.3091
C16 -3.60 0.87 2.05  -0.0231
C17 -4.20 -0.45 1.61  -1.2169
C18 -3.33 -1.17 0.60  -0.2285
N8 -1.89 -1.10 0.96  0.4845
H23 -2.80 2.55 1.27  0.3395
H24 -3.74 1.75 0.18  0.4107
H25 -4.34 1.46 2.58  0.5446
H26 -2.78 0.70 2.74  -0.2037
H27 -5.18 -0.30 1.16  0.3775
H28 -4.36 -1.07 2.50  0.3371
H29 -3.44 -0.70 -0.38  0.3629
H30 -3.65 -2.20 0.49  0.3282
H31 -1.38 -1.79 0.41  -0.0083
H32 -1.76 -1.39 1.92  -0.2685
C19 2.73 -2.25 5.93  -0.5152
C20 1.48 -1.47 6.39  -1.2813
S1 0.62 -0.29 5.22  0.3657
C21 0.65 -1.42 3.83  1.9707
C22 -0.29 -2.60 4.02  -1.3386
S2 -0.07 -3.78 2.67  -0.0627
C23 1.20 -4.91 3.30  -0.7788
C24 2.49 -4.32 3.88  0.0132
S3 2.44 -4.02 5.67  -0.1307
H33 3.48 -2.20 6.72  0.3959
H34 3.21 -1.82 5.05  0.2526
H35 1.72 -0.83 7.24  0.7633
H36 0.71 -2.16 6.73  0.6110
H37 1.68 -1.74 3.69  -0.6711
H38 0.38 -0.82 2.97  -0.8778
H39 -1.33 -2.26 4.01  0.4532
H40 -0.13 -3.12 4.96  0.7450
H41 1.44 -5.51 2.42  0.4415
H42 0.75 -5.59 4.03  0.4308
H43 2.80 -3.42 3.34  -0.4039
H44 3.28 -5.06 3.72  0.5487
C25 -0.02 -6.91 -3.37  -1.6259
C26 -0.02 -5.44 -3.05  0.6589
C27 -1.18 -4.77 -2.70  -1.0004
C28 -1.22 -3.40 -2.44  1.0936
C29 -2.57 -2.83 -2.13  -1.7099
C30 -0.03 -2.66 -2.51  0.4432
As1 0.28 -0.76 -2.05  1.8357
N9 -1.25 0.25 -1.65  0.8952
C31 -2.23 0.66 -2.59  1.3333
C32 -2.40 0.04 -3.83  -0.4794
C33 -3.37 0.47 -4.73  -1.2683
C34 -4.20 1.54 -4.42  -1.0241
C35 -4.02 2.19 -3.21  -1.1944
C36 -3.05 1.76 -2.32  -0.8738
C37 0.95 0.09 -3.70  0.0168
C38 0.74 -0.32 -5.03  1.0324
C39 -0.01 -1.54 -5.52  -2.0474
C40 1.31 0.43 -6.06  -1.2402
C41 2.10 1.54 -5.84  0.7581
C42 2.68 2.33 -6.98  -1.6202
C43 2.36 1.89 -4.52  -0.9624
C44 1.82 1.18 -3.46  0.6320
C45 2.27 1.59 -2.08  -0.6894
C46 1.17 -3.32 -2.84  1.0567
C47 2.53 -2.66 -2.92  -2.1670
C48 1.14 -4.68 -3.12  -0.8393
H45 -0.93 -7.39 -3.01  0.3742
H46 0.84 -7.41 -2.92  0.3849
H47 0.03 -7.07 -4.45  0.3014
H48 -2.11 -5.33 -2.64  0.4171
H49 -3.19 -2.79 -3.03  0.4571
H50 -2.52 -1.82 -1.74  -0.5703
H51 -3.10 -3.47 -1.41  0.6272
H52 -1.79 -0.81 -4.09  0.5871
H53 -3.47 -0.04 -5.68  0.4752
H54 -4.95 1.87 -5.12  0.4152
H55 -4.63 3.05 -2.96  0.4827
H56 -2.86 2.36 -1.44  0.7957
H57 -0.57 -2.08 -4.76  0.1417
H58 0.70 -2.26 -5.94  0.4546
H59 -0.69 -1.26 -6.32  0.4982
H60 1.11 0.12 -7.09  0.3932
H61 2.37 1.94 -7.94  0.3753
H62 3.77 2.32 -6.94  0.3390
H63 2.37 3.38 -6.92  0.3398
H64 3.01 2.73 -4.31  0.3980
H65 2.76 2.57 -2.12  0.5589
H66 2.99 0.88 -1.67  0.3975
H67 1.46 1.68 -1.36  -0.5313
H68 2.51 -1.60 -3.15  0.3532
H69 3.12 -3.14 -3.70  0.5241
H70 3.08 -2.79 -1.99  0.3122
H71 2.08 -5.17 -3.40  0.4692

Summary:
Charge ... +1
ΔE to the lowest compared entry with this formula, charge and spin ... 3.603 eV
Kohn-Sham gap ... 8.258 eV
E_tot ... -179060.0245 eV
Spin multiplicity ... 1



No. 3
A 18-piece molecular cluster, C48H73Cl24F21O20 overall. Source: the OMol25 dataset; level of theory: the ωB97M-V functional and the def2-TZVPD basis.

Last column: Mulliken charge in e.
Positions of all 186 atoms, in Å:
C1 7.30 -0.89 -0.99  -0.1732
Cl1 9.02 -0.92 -0.48  -0.1487
Cl2 7.16 0.08 -2.47  -0.0538
Cl3 6.31 -0.21 0.30  0.0409
H1 6.96 -1.90 -1.21  0.3431
C2 0.31 3.30 -4.81  1.6022
Cl4 -1.33 4.08 -4.90  -0.1596
Cl5 1.53 4.29 -3.93  -0.1285
Cl6 0.87 2.79 -6.39  -0.1394
H2 0.11 2.39 -4.23  -1.3899
C3 -0.78 -5.97 -2.37  0.3988
Cl7 -1.88 -5.42 -3.70  -0.0756
Cl8 0.91 -5.61 -2.84  -0.1107
Cl9 -0.91 -7.74 -1.97  -0.0983
H3 -1.00 -5.46 -1.43  -0.1890
C4 2.68 6.70 2.80  -0.1937
Cl10 3.19 6.00 4.41  -0.1305
Cl11 0.91 6.84 2.76  -0.0922
Cl12 3.17 5.56 1.50  -0.0418
H4 3.11 7.69 2.69  0.4195
C5 -2.73 -2.24 4.57  0.8093
Cl13 -3.04 -2.57 2.81  0.0572
Cl14 -1.24 -3.21 5.00  -0.1477
Cl15 -4.18 -2.76 5.53  -0.1637
H5 -2.46 -1.19 4.70  -0.6188
C6 -1.48 -1.69 -5.14  -0.5306
Cl16 -0.20 -2.66 -4.33  0.0041
Cl17 -1.32 0.02 -4.76  -0.0303
Cl18 -3.13 -2.23 -4.69  -0.0933
H6 -1.30 -1.75 -6.21  0.5047
C7 8.41 3.40 0.67  -0.0373
Cl19 9.59 4.75 0.58  -0.1354
Cl20 7.41 3.46 -0.78  0.0066
Cl21 7.45 3.64 2.19  -0.1216
H7 8.99 2.48 0.71  0.2577
C8 -5.38 -2.13 -0.68  -0.5126
Cl22 -5.20 -1.25 0.81  -0.0282
Cl23 -3.91 -3.14 -1.06  0.1626
Cl24 -5.77 -1.00 -2.06  -0.1209
H8 -6.22 -2.81 -0.52  0.4921
C9 8.62 3.50 -5.85  -0.7099
O1 7.18 3.59 -6.00  -0.3458
C10 6.59 4.28 -4.93  -0.4371
C11 5.09 4.51 -5.21  -0.0633
O2 4.91 5.29 -6.42  -0.4410
C12 3.50 5.45 -6.68  -0.4731
H9 8.96 2.60 -5.32  0.2393
H10 9.07 4.36 -5.36  0.3221
H11 9.05 3.33 -6.84  0.2654
H12 7.00 5.28 -4.84  0.4068
H13 6.70 3.75 -3.98  0.2229
H14 4.63 5.15 -4.45  0.3054
H15 4.66 3.51 -5.15  0.0524
H16 3.40 6.12 -7.53  0.3025
H17 3.03 5.98 -5.85  0.2045
H18 3.13 4.48 -7.02  0.1758
C13 1.85 -7.05 0.63  -0.7249
O3 1.04 -6.00 1.21  0.0396
C14 0.29 -6.54 2.34  -0.8072
C15 -0.86 -7.50 2.01  0.1129
O4 -0.41 -8.70 1.42  -0.3682
C16 -1.44 -9.67 1.17  -0.7809
H19 2.52 -6.48 -0.01  0.1116
H20 1.35 -7.82 0.04  0.1825
H21 2.51 -7.47 1.39  0.3717
H22 -0.06 -5.71 2.95  0.2325
H23 1.00 -7.01 3.02  0.4021
H24 -1.52 -7.07 1.26  -0.1683
H25 -1.39 -7.75 2.93  0.5117
H26 -1.76 -10.15 2.10  0.3546
H27 -1.04 -10.54 0.64  0.2725
H28 -2.32 -9.31 0.65  0.2360
C17 -5.39 0.46 6.09  -0.9354
O5 -4.46 0.41 5.05  0.0232
C18 -4.10 1.74 4.63  -0.9917
C19 -3.31 1.69 3.32  -0.1101
O6 -1.91 1.35 3.50  -0.1447
C20 -1.17 1.40 2.31  -0.0646
H29 -6.36 0.94 5.95  0.3101
H30 -4.90 0.83 6.99  0.3159
H31 -5.67 -0.55 6.40  0.2456
H32 -3.66 2.34 5.43  0.3205
H33 -4.98 2.34 4.40  0.4833
H34 -3.37 2.64 2.78  0.2863
H35 -3.81 0.99 2.66  -0.0222
H36 -0.14 1.10 2.50  -0.4788
H37 -1.14 2.43 1.96  0.5644
H38 -1.56 0.76 1.51  0.2080
C21 1.06 2.99 4.97  -0.1905
C22 -0.13 2.59 5.80  -0.2171
O7 -0.08 1.24 6.21  -0.0733
C23 -0.93 0.82 7.16  0.3710
O8 -1.89 1.49 7.47  -0.5792
C24 -0.57 -0.50 7.85  0.8433
F1 0.49 -1.11 7.35  -0.2222
F2 -0.27 -0.31 9.15  -0.2862
F3 -1.62 -1.29 7.74  -0.2164
H39 1.09 2.38 4.06  -0.2905
H40 1.88 2.69 5.61  0.2621
H41 1.03 4.08 4.91  0.2351
H42 -1.11 2.80 5.36  -0.1611
H43 -0.12 3.25 6.66  0.5553
C25 -4.14 1.97 -4.85  -1.4908
C26 -3.62 1.76 -3.45  0.9454
O9 -4.55 2.30 -2.47  -0.3783
C27 -4.28 2.21 -1.19  0.2767
O10 -3.47 1.47 -0.66  -0.2519
C28 -5.18 3.16 -0.30  0.4681
F4 -5.35 2.61 0.90  -0.2235
F5 -4.53 4.30 -0.18  -0.1769
F6 -6.34 3.37 -0.84  -0.2792
H44 -5.10 1.46 -4.94  0.3694
H45 -3.40 1.69 -5.61  0.3106
H46 -4.39 3.00 -5.10  0.2573
H47 -2.67 2.25 -3.26  -0.1541
H48 -3.41 0.70 -3.29  0.2688
C29 3.27 -2.36 -0.31  -0.3374
C30 2.87 -2.85 -1.72  0.1888
O11 2.64 -1.83 -2.72  -0.0130
C31 3.62 -1.41 -3.56  0.3173
O12 4.71 -1.91 -3.65  -0.5804
C32 3.22 -0.22 -4.43  0.8631
F7 1.90 -0.13 -4.60  -0.1173
F8 3.55 0.90 -3.83  -0.1626
F9 3.80 -0.31 -5.66  -0.2683
H49 4.35 -2.27 -0.16  0.4146
H50 2.79 -3.01 0.42  0.2717
H51 2.90 -1.35 -0.18  -0.2808
H52 1.94 -3.42 -1.59  -0.7183
H53 3.55 -3.60 -2.13  0.5236
C33 -5.43 -5.38 2.29  -0.8790
C34 -5.16 -6.43 1.17  0.3125
O13 -5.47 -5.92 -0.12  -0.1475
C35 -5.20 -6.65 -1.28  0.3587
O14 -4.59 -7.75 -1.33  -0.5308
C36 -5.65 -5.97 -2.61  0.8180
F10 -6.80 -6.54 -2.93  -0.2746
F11 -5.86 -4.69 -2.52  -0.2006
F12 -4.75 -6.19 -3.57  -0.2258
H54 -5.26 -4.38 1.90  0.0251
H55 -4.78 -5.57 3.14  0.3591
H56 -6.49 -5.49 2.53  0.3543
H57 -5.58 -7.43 1.30  0.3850
H58 -4.09 -6.66 1.13  -0.2967
C37 4.04 2.63 3.45  -0.5380
C38 4.29 1.07 3.29  0.0649
O15 3.11 0.33 3.54  -0.0620
C39 3.03 -1.00 3.17  0.1574
O16 3.96 -1.56 2.57  -0.6282
C40 1.68 -1.82 3.59  0.5873
F13 1.97 -2.68 4.54  -0.2481
F14 0.73 -1.00 4.02  0.1445
F15 1.21 -2.45 2.50  -0.0225
H59 4.87 3.21 3.04  -0.0303
H60 3.89 2.87 4.50  0.3521
H61 3.10 2.94 2.99  -0.0141
H62 5.08 0.69 3.93  0.5741
H63 4.58 0.88 2.26  -0.2362
C41 -0.59 -2.11 -0.06  1.2255
C42 -0.64 -0.76 -0.77  0.7592
O17 0.43 0.05 -0.30  0.6638
C43 1.02 1.03 -1.12  0.3392
O18 0.55 1.32 -2.24  -0.1864
C44 2.29 1.79 -0.54  0.2092
F16 2.35 1.54 0.74  -0.1692
F17 3.43 1.32 -1.14  -0.0527
F18 2.15 3.16 -0.75  -0.1565
H64 0.30 -2.67 -0.35  -0.6004
H65 -1.46 -2.75 -0.22  -0.4369
H66 -0.52 -1.99 1.02  -0.5925
H67 -1.61 -0.33 -0.55  -0.5338
H68 -0.51 -0.85 -1.85  -0.2916
C45 -4.60 5.74 -3.65  -0.4410
C46 -3.95 6.61 -2.54  -0.6024
O19 -3.06 5.76 -1.89  0.1295
C47 -2.19 6.20 -0.91  -0.0615
O20 -2.29 7.37 -0.45  -0.6236
C48 -1.18 5.18 -0.40  1.1015
F19 -1.73 4.60 0.71  -0.1819
F20 -1.09 4.21 -1.28  -0.1695
F21 -0.05 5.76 -0.13  -0.1512
H69 -5.08 6.34 -4.42  0.4909
H70 -5.28 5.12 -3.06  0.1344
H71 -3.81 5.22 -4.20  -0.2091
H72 -4.75 7.10 -1.97  0.2989
H73 -3.38 7.43 -2.97  0.4283

Summary:
Kohn-Sham gap ... 9.728 eV
E_tot ... -449510.7777 eV
Spin multiplicity ... 1